Record 1
{"formula": "C14H14BrClNO4Pd", "method": "ωB97M-V/def2-TZVPD", "species": ["Pd", "O", "C", "C", "C", "N", "C", "Br", "C", "H", "H", "H", "H", "Cl", "C", "C", "C", "C", "O", "C", "C", "O", "C", "H", "H", "H", "H", "C", "C", "O", "H", "H", "H", "H", "H", "H"], "coordinates": [[0.08496, -0.18763, -0.17967], [-5.77387, -1.30852, 1.75770], [-4.58966, -0.92618, 1.27868], [-4.39232, 0.23575, 0.53129], [-3.12296, 0.53238, 0.08889], [-2.06773, -0.24797, 0.34980], [-2.28793, -1.35001, 1.05500], [-0.70879, -2.38255, 1.31014], [-3.49814, -1.75402, 1.55051], [-6.47408, -0.68759, 1.52000], [-5.21585, 0.89647, 0.29609], [-2.93021, 1.42074, -0.49706], [-3.62015, -2.66435, 2.11783], [5.23503, -2.02786, -5.05054], [4.23845, -1.39721, -3.78805], [4.82771, -0.66789, -2.74262], [4.06023, -0.15961, -1.72926], [2.66070, -0.35257, -1.69883], [1.99775, 0.16208, -0.70011], [2.07211, -1.08569, -2.76689], [0.66827, -1.34086, -2.89682], [-0.24875, -1.03823, -2.11985], [2.88741, -1.59772, -3.80039], [5.89832, -0.51247, -2.74585], [4.51069, 0.40276, -0.92317], [0.36853, -1.88118, -3.80440], [2.42949, -2.15337, -4.60896], [1.85219, 1.16469, 3.82159], [1.80667, 0.61409, 2.41784], [0.48840, 0.79643, 1.83551], [2.84010, 0.99608, 4.25051], [1.11266, 0.67979, 4.45770], [1.67218, 2.24180, 3.82905], [1.96931, -0.46244, 2.40291], [2.54603, 1.07751, 1.76518], [0.24849, 1.72785, 1.91146]], "relative_energy_kcal_mol": 0.00, "total_charge": 1, "max_force_ha_per_bohr": 0.0019, "s2": 2.01, "multiplicity": 3, "e_homo_ev": [-11.092, -10.967], "e_lumo_ha": [-0.111, -0.202]}



Record 2
{"formula": "C15H20NO6PSSn", "method": "ωB97M-V/def2-TZVPD", "species": ["C", "C", "O", "O", "C", "C", "C", "C", "C", "P", "C", "O", "O", "C", "O", "O", "C", "S", "C", "C", "C", "N", "C", "C", "H", "H", "H", "H", "H", "H", "H", "H", "H", "H", "H", "H", "H", "H", "H", "H", "H", "H", "H", "H", "Sn"], "coordinates": [[2.81673, -4.30343, 0.53633], [3.80795, -3.60971, -0.36959], [4.98006, -3.88752, -0.39798], [3.32161, -2.58915, -1.20102], [2.63715, -1.59017, -0.46332], [2.60301, -0.28869, -1.24468], [1.86487, 0.77895, -0.38154], [0.37343, 0.67723, -0.69275], [-0.60043, 1.46773, 0.19734], [0.05800, 2.57348, 1.58503], [1.46641, 3.59521, 0.98256], [0.58484, 1.68534, 2.76314], [-1.58897, 2.38538, -0.42673], [-2.62976, 2.42614, 0.52398], [-3.53184, 3.21232, 0.48884], [-2.46575, 1.51301, 1.45926], [-1.66026, 0.48737, 0.73492], [-1.04647, -0.88464, 1.75271], [-2.69069, -0.06935, -0.26840], [-3.93598, -0.35054, 0.22589], [-4.87203, -0.81400, -0.63952], [-4.67956, -1.01895, -1.92919], [-3.46634, -0.76261, -2.36151], [-2.44722, -0.28321, -1.59242], [3.26485, -5.20572, 0.92036], [1.91327, -4.51199, -0.03377], [2.55067, -3.62392, 1.34029], [1.60779, -1.92885, -0.29074], [3.10166, -1.42688, 0.51332], [3.58803, 0.04356, -1.54332], [1.97603, -0.47213, -2.11481], [2.28119, 1.72914, -0.69099], [2.13241, 0.55486, 0.65348], [0.23862, 1.02813, -1.71449], [0.08703, -0.36914, -0.69996], [1.54479, 3.59445, -0.10063], [2.37039, 3.13631, 1.37686], [1.43057, 4.60545, 1.39118], [1.23121, 1.02645, 2.45708], [-1.90907, -0.84590, 2.78573], [-4.16376, -0.21500, 1.26796], [-5.85822, -1.02019, -0.24921], [-3.26491, -0.94535, -3.40756], [-1.48433, -0.09390, -2.02515], [-1.53697, 4.59046, 0.88302]], "total_charge": 2, "max_force_ha_per_bohr": 0.0584, "e_homo_ev": -14.446, "e_lumo_ha": -0.360}



Record 3
{"formula": "CHF3N2", "method": "ωB97M-V/def2-TZVPD", "species": ["C", "N", "N", "F", "F", "F", "H"], "coordinates": [[0.18537, -0.86984, -0.00670], [-0.69337, -0.85707, -0.79890], [0.43458, 1.17875, 0.93195], [1.21954, -1.45801, 0.40875], [1.05903, 1.78523, -0.10885], [-0.84190, 1.70811, 0.77974], [-1.36325, -1.48716, -1.20600]], "relative_energy_kcal_mol": 187.02, "max_force_ha_per_bohr": 0.0847, "e_homo_ev": [-9.179, -8.531], "e_lumo_ha": [-0.004, -0.003]}



Record 4
{"formula": "C18H23Br2F9N3O3", "method": "ωB97M-V/def2-TZVPD", "species": ["C", "C", "N", "C", "N", "C", "C", "C", "C", "N", "C", "C", "C", "F", "Br", "C", "F", "F", "Br", "C", "C", "C", "O", "C", "F", "F", "C", "F", "F", "C", "F", "F", "C", "O", "O", "H", "H", "H", "H", "H", "H", "H", "H", "H", "H", "H", "H", "H", "H", "H", "H", "H", "H", "H", "H", "H", "H", "H"], "coordinates": [[-1.62018, 3.21688, -1.04500], [-0.48487, 2.29305, -1.67103], [-0.52346, 0.83694, -1.43186], [-1.79347, 0.27682, -0.92390], [-1.86393, -1.16420, -1.41412], [-3.06662, -1.43011, -1.93522], [-4.15182, -2.24058, -1.04771], [-3.47587, -0.95601, -3.42149], [-1.75738, 0.16938, 0.68021], [-0.71347, 0.99836, 1.36970], [-0.58250, 0.41633, 2.77976], [0.34048, 1.36491, 3.72823], [0.19329, 0.99667, 5.27682], [-1.16200, 0.74278, 5.66794], [1.23666, -0.70118, 5.57868], [0.77259, 2.11551, 6.27739], [0.51763, 1.66126, 7.61635], [0.11970, 3.37366, 6.14385], [2.74837, 2.23000, 6.09245], [0.66244, 0.94549, 0.76379], [0.65945, 0.28259, -0.73710], [2.04842, 0.44615, -1.49822], [2.29191, 1.16115, -2.48683], [3.28635, -0.46048, -0.96219], [2.99649, -1.16982, 0.23462], [4.37596, 0.43806, -0.67574], [3.84433, -1.50840, -2.03529], [5.13071, -1.93218, -1.54169], [4.08764, -0.97873, -3.32350], [2.97557, -2.84759, -2.20711], [3.69692, -3.92557, -1.58919], [1.65472, -2.77293, -1.70455], [2.83260, -3.27944, -3.77281], [1.70616, -3.15472, -4.30927], [3.90911, -3.82438, -4.51479], [-2.42893, 3.46432, -1.83443], [-1.13751, 4.24139, -0.80241], [-2.10883, 2.86420, -0.07783], [-0.49459, 2.46254, -2.81752], [0.53527, 2.72716, -1.33321], [-2.74828, 0.75419, -1.34899], [-4.65604, -1.46541, -0.37110], [-4.88849, -2.73391, -1.76571], [-3.65512, -3.06786, -0.41498], [-2.53787, -0.68678, -4.01084], [-4.10567, -1.75408, -3.97106], [-4.11763, -0.00996, -3.28540], [-2.78117, 0.45633, 1.09513], [-1.57635, -0.93059, 0.96874], [-0.95213, 1.99176, 1.51702], [-0.24583, -0.67253, 2.77723], [-1.64464, 0.47944, 3.23637], [1.45023, 1.25577, 3.42068], [0.10536, 2.48423, 3.58227], [1.24524, 1.92999, 0.80606], [1.27636, 0.20124, 1.40422], [0.54523, -0.85295, -0.53279], [4.02947, -4.75815, -4.20265]], "total_charge": 1, "max_force_ha_per_bohr": 0.1034, "smiles": "CCN1[C@@H](N=C(C)C)C[N@@H+](CC[C@@](F)(Br)C(F)(F)Br)C[C@@H]1C(=O)C(F)(F)C(F)(F)C(F)(F)C(=O)O", "e_homo_ev": -11.005, "e_lumo_ha": -0.125}



Record 5
{"formula": "C31H44BrHgN3P2", "method": "ωB97M-V/def2-TZVPD", "species": ["N", "C", "C", "C", "C", "C", "C", "Hg", "P", "C", "C", "C", "C", "C", "C", "C", "Br", "H", "H", "H", "H", "H", "H", "H", "H", "H", "H", "P", "C", "C", "H", "H", "H", "H", "H", "C", "C", "H", "H", "H", "H", "H", "C", "C", "H", "H", "H", "H", "H", "C", "C", "H", "H", "H", "H", "H", "C", "C", "H", "H", "H", "H", "H", "C", "C", "H", "H", "H", "H", "H", "N", "C", "C", "C", "C", "N", "C", "C", "H", "H", "H", "H"], "coordinates": [[-0.87758, -7.65971, -3.88046], [0.35341, -7.26804, -3.54645], [0.58813, -6.00644, -2.98288], [-0.50239, -5.12022, -2.75140], [-1.79530, -5.58780, -3.05902], [-1.91875, -6.86016, -3.65725], [-0.23845, -3.79160, -2.20318], [-1.11035, -0.56483, -0.09215], [-0.96442, 2.17447, 4.01523], [-0.93898, -2.99553, -1.33598], [-0.24921, -2.66595, -0.07793], [-0.82549, -3.18555, 1.14083], [-0.03700, -3.75592, 2.14371], [1.37005, -3.56966, 2.11745], [1.96325, -3.29718, 0.85600], [1.20850, -2.69315, -0.12645], [2.23636, -2.96881, 3.64063], [0.79754, -3.53500, -2.38651], [-1.98645, -2.74725, -1.49509], [1.60088, -5.70109, -2.71301], [-2.66498, -4.95711, -2.86449], [1.19058, -7.93708, -3.74301], [-2.90368, -7.20495, -3.98417], [-1.89507, -3.01845, 1.32307], [1.69397, -2.17387, -0.96270], [-0.53972, -4.24735, 2.98658], [3.02976, -3.50072, 0.70632], [-1.33683, 1.58633, -1.26366], [0.09184, 0.70402, 4.05597], [0.33906, 0.31189, 5.51320], [1.04155, 0.98067, 3.57892], [-0.40620, -0.10239, 3.49718], [1.11559, -0.44921, 5.58537], [0.66010, 1.16708, 6.11755], [-0.56451, -0.08328, 5.98371], [-2.58646, 1.77217, 3.28838], [-3.62689, 2.50288, 4.16568], [-2.69892, 0.67290, 3.32748], [-2.64975, 2.11580, 2.23907], [-4.63805, 2.13095, 3.96013], [-3.41978, 2.37379, 5.24041], [-3.59736, 3.58013, 3.95441], [-0.10488, 3.32362, 2.90180], [0.65845, 4.32718, 3.76976], [-0.84549, 3.82600, 2.26631], [0.56798, 2.71869, 2.28164], [1.01774, 5.16748, 3.17633], [0.03680, 4.73519, 4.57371], [1.52911, 3.86091, 4.24127], [-0.37356, 3.15057, -1.57491], [-0.71629, 3.87345, -2.87599], [0.71204, 2.99558, -1.49750], [-0.62808, 3.81681, -0.74056], [-0.35560, 3.37628, -3.78041], [-1.79255, 4.00558, -2.98577], [-0.29759, 4.88329, -2.89273], [-3.06666, 2.09292, -1.47318], [-4.19869, 1.11717, -1.16978], [-3.18353, 2.45254, -2.50732], [-3.13364, 2.96919, -0.80989], [-4.46148, 0.50747, -2.03455], [-3.97580, 0.45221, -0.33562], [-5.08566, 1.69980, -0.92649], [-1.16200, 0.66634, -2.90643], [0.31751, 0.47206, -3.16343], [-1.68990, 1.21859, -3.69514], [-1.67750, -0.29662, -2.78207], [0.49919, -0.51321, -3.59352], [0.69596, 1.22810, -3.85761], [0.94545, 0.54046, -2.26472], [7.52999, 3.71155, -0.35418], [6.56757, 3.07523, -0.55518], [5.35588, 2.31952, -0.82593], [4.40474, 2.82155, -1.71491], [3.23032, 2.09419, -1.94007], [2.98094, 0.93817, -1.32324], [3.87647, 0.44354, -0.46230], [5.07704, 1.10954, -0.16979], [4.54813, 3.76986, -2.23232], [2.48116, 2.46979, -2.64562], [3.64078, -0.51584, 0.01783], [5.76762, 0.67043, 0.55108]], "relative_energy_kcal_mol": 48.73, "total_charge": 2, "max_force_ha_per_bohr": 0.0642, "e_homo_ev": -12.121, "e_lumo_ha": -0.310}